The following is a DFT calculation (wB97M-V/def2-TZVPD) of a structure of composition C3H7B3BrO7P.

Last column: Mulliken charge in e.
Atoms and positions in Å:
O -0.180 -2.612 0.716  -0.415
P 1.303 -2.342 -0.009  -0.057
Br 1.363 -0.074 -0.220  -0.237
B 1.096 -2.794 -1.870  0.648
O -0.125 -2.922 -2.560  -0.355
B -0.099 -1.868 -3.519  0.549
O 1.044 -1.790 -4.324  -0.391
B 2.231 -1.907 -3.579  0.435
O 2.274 -2.964 -2.627  -0.344
H -0.791 -1.909 0.481  0.296
H -1.002 -1.111 -3.538  -0.073
H 3.145 -1.168 -3.675  -0.069
C -1.114 3.283 2.185  -0.291
C -0.456 2.463 3.266  -0.285
O -1.117 1.202 3.140  -0.313
C -1.594 1.106 1.878  0.654
O -2.040 0.117 1.403  -0.532
O -1.485 2.287 1.228  -0.303
H -0.445 4.014 1.738  0.287
H -2.016 3.790 2.534  0.264
H 0.612 2.320 3.092  0.244
H -0.603 2.876 4.262  0.288

HOMO: -9.06 eV
Lowest unoccupied orbital energy: -0.4 eV
Orbital gap: 8.7 eV


The following is a DFT calculation (wB97M-V/def2-TZVPD) of an isolated molecule of C3H7BClF.

Last column: Mulliken charge in e.
Atoms and positions in Å:
F -1.597 2.468 -0.615  -0.278
B -0.827 1.450 -1.006  0.379
C -0.953 0.067 -0.273  -0.614
C 0.373 -0.731 -0.300  -0.440
C 1.132 -0.616 1.007  -0.581
Cl 0.263 -1.376 2.372  -0.212
H 0.008 1.677 -1.832  -0.086
H -1.238 0.295 0.754  0.267
H -1.771 -0.505 -0.704  0.298
H 1.031 -0.288 -1.047  0.256
H 0.221 -1.770 -0.567  0.321
H 1.263 0.434 1.249  0.308
H 2.095 -1.105 0.960  0.382

HOMO: -10.78 eV
Lowest unoccupied orbital energy: 0.8 eV
Orbital gap: 11.5 eV


The following is a DFT calculation (wB97M-V/def2-TZVPD) of an isolated molecule of C3H7BO2.

Last column: Mulliken charge in e.
Atoms and positions in Å:
C 0.870 0.620 -1.355  -0.702
C 0.205 0.318 -0.244  0.470
C -0.266 1.588 0.614  -1.226
B -0.176 -1.156 0.201  0.600
O 0.452 -2.210 -0.351  -0.541
O -1.263 -1.340 1.042  -0.570
H 1.098 1.739 -1.552  0.206
H 1.266 -0.174 -2.107  0.241
H -1.127 1.306 1.281  0.256
H 0.445 2.024 1.283  0.344
H -0.406 2.479 -0.026  0.348
H 0.576 -2.952 0.178  0.284
H -1.675 -2.241 1.035  0.292

HOMO: -9.55 eV
Lowest unoccupied orbital energy: 0.4 eV
Orbital gap: 9.9 eV


The following is a DFT calculation (wB97M-V/def2-TZVPD) of an isolated molecule of C3H7BO2S.

Last column: Mulliken charge in e.
Atoms and positions in Å:
B 1.397 -0.865 0.303  0.369
C -0.962 -0.763 -0.505  -0.127
C -1.162 0.432 0.280  -0.259
C -1.042 1.764 -0.247  -1.000
O 0.284 -1.458 -0.216  -0.372
O 1.872 0.025 0.992  -0.250
S 3.043 -2.402 0.098  -0.209
H -1.759 -1.617 -0.338  0.238
H -0.758 -0.436 -1.548  0.189
H -1.205 0.488 1.351  0.383
H -1.357 1.748 -1.307  0.337
H -0.168 2.328 -0.032  0.293
H -1.988 2.493 0.166  0.258
H 3.805 -1.739 1.004  0.148

HOMO (alpha / beta): -9.93 / -8.51 eV
Lowest unoccupied orbital energy (alpha / beta): -0.5 / -3.2 eV
Orbital gap (alpha / beta): 9.4 / 5.3 eV


The following is a DFT calculation (wB97M-V/def2-TZVPD) of a structure of composition C3H7BrCl2Si.

Last column: Mulliken charge in e.
Atoms and positions in Å:
C 0.407 0.077 -1.790  -1.211
C 0.638 -0.853 -0.599  -0.326
C -1.224 0.804 1.292  -0.612
Si 0.568 -0.062 1.116  0.680
Cl 0.898 -1.326 2.700  -0.242
Cl 2.056 1.421 1.201  -0.298
Br -2.436 -0.689 1.624  -0.142
H -0.503 0.647 -1.693  0.326
H 1.073 0.813 -2.175  0.339
H 0.215 -0.678 -2.562  0.321
H 1.471 -1.570 -0.830  0.354
H -0.326 -1.359 -0.671  0.217
H -1.302 1.620 2.065  0.346
H -1.535 1.155 0.322  0.248

HOMO: -10.03 eV
Lowest unoccupied orbital energy: 0.6 eV
Orbital gap: 10.6 eV


The following is a DFT calculation (wB97M-V/def2-TZVPD) of a structure of composition C3H7BrN2Si.

Last column: Mulliken charge in e.
Atoms and positions in Å:
C 1.258 1.241 1.294  -0.201
C 1.793 0.394 0.187  -0.239
C -2.368 -0.346 0.146  -0.970
N 0.023 1.462 1.402  -0.469
N 0.681 -0.074 -0.539  -0.223
Si -0.788 0.627 0.095  0.442
Br -1.669 2.727 -1.196  -0.447
H 1.874 1.721 2.009  0.428
H 2.574 1.038 -0.329  0.272
H 2.509 -0.301 0.780  0.235
H -3.106 0.295 -0.254  0.320
H -2.155 -1.221 -0.530  0.280
H -2.696 -0.567 1.143  0.321
H 0.538 -0.362 -1.472  0.251

HOMO: -9.46 eV
Lowest unoccupied orbital energy: 0.6 eV
Orbital gap: 10.0 eV


The following is a DFT calculation (wB97M-V/def2-TZVPD) of the ion C3H7BrNS with charge +1.

Last column: Löwdin spin population.
Atoms and positions in Å:
C -1.487 0.172 0.239  0.027
C -0.157 -0.280 1.112  0.031
C 2.087 -0.881 -0.553  0.659
N -0.793 0.698 -0.906  0.476
S 0.573 -1.338 -0.190  0.546
Br 2.939 0.539 0.249  0.215
H -2.286 -0.487 -0.006  0.000
H -2.014 0.970 0.827  0.010
H 0.152 0.758 1.324  -0.001
H -0.285 -0.905 1.918  0.006
H 2.756 -1.407 -1.267  0.017
H -1.174 0.559 -1.838  0.004
H -0.311 1.604 -0.909  0.009

HOMO (alpha / beta): -11.63 / -14.44 eV
Lowest unoccupied orbital energy (alpha / beta): -3.3 / -8.2 eV
Charge: +1
Orbital gap (alpha / beta): 8.3 / 6.2 eV
2S+1: 3
<S²>: 2.012


The following is a DFT calculation (wB97M-V/def2-TZVPD) of a structure of composition C3H7ClI2Nb.

Last column: Mulliken charge in e.
Atoms and positions in Å:
C -0.830 2.365 -1.167  -1.183
C -0.538 0.957 -0.730  0.066
I -1.554 -0.457 -1.948  -0.036
C 0.220 0.427 0.218  -0.057
I 1.265 1.845 1.420  -0.117
Nb 0.595 -1.796 0.740  -0.461
Cl 1.644 -2.667 -1.193  -0.509
H -0.603 3.068 -0.360  0.349
H -1.881 2.478 -1.444  0.345
H -0.236 2.620 -2.053  0.277
H -0.921 -2.800 0.730  0.057
H 0.924 -3.204 1.807  0.125
H 2.092 -1.586 1.733  0.078
H -0.177 -1.253 2.248  0.066

HOMO: -5.03 eV
Lowest unoccupied orbital energy: 2.6 eV
Charge: -1
Orbital gap: 7.6 eV


Copy entry 4 word for word.
The following is a DFT calculation (wB97M-V/def2-TZVPD) of an isolated molecule of C3H7BO2S.

Last column: Mulliken charge in e.
Atoms and positions in Å:
B 1.397 -0.865 0.303  0.369
C -0.962 -0.763 -0.505  -0.127
C -1.162 0.432 0.280  -0.259
C -1.042 1.764 -0.247  -1.000
O 0.284 -1.458 -0.216  -0.372
O 1.872 0.025 0.992  -0.250
S 3.043 -2.402 0.098  -0.209
H -1.759 -1.617 -0.338  0.238
H -0.758 -0.436 -1.548  0.189
H -1.205 0.488 1.351  0.383
H -1.357 1.748 -1.307  0.337
H -0.168 2.328 -0.032  0.293
H -1.988 2.493 0.166  0.258
H 3.805 -1.739 1.004  0.148

HOMO (alpha / beta): -9.93 / -8.51 eV
Lowest unoccupied orbital energy (alpha / beta): -0.5 / -3.2 eV
Orbital gap (alpha / beta): 9.4 / 5.3 eV